DFT (ωB97M-V with the def2-TZVPD basis set) results for a molecular structure, C35H35Cl3N4O6SeSr in a non-equilibrium geometry.

## Properties
Largest force on an atom = 3.68 eV/A
E_LUMO = -1.85 eV
Gap between HOMO and LUMO = 4.35 eV
E = -158859.7815 eV

Geometry as ORCA input:
```
! RIJCOSX wB97M-V def2-TZVPD def2/J DEFGRID3
* xyz 0 1
Sr 2.66385 -1.14157 -1.25938
O 5.33359 1.67552 -4.14217
C 4.62437 0.98144 -3.24058
O 4.25305 -0.18096 -3.44842
C 4.36788 1.71408 -1.96641
C 4.63989 3.09053 -1.85808
C 4.26360 3.70397 -0.67924
C 3.58865 2.98440 0.31282
C 3.44007 1.60719 0.18269
N 3.82412 1.00927 -0.95875
C 2.87078 0.78128 1.23866
O 2.91289 1.27335 2.46973
O 2.43610 -0.35366 0.98312
H 5.39993 1.06711 -4.93431
H 5.20151 3.64308 -2.60814
H 4.45764 4.73781 -0.51988
H 3.22534 3.49051 1.17410
H 3.48457 2.02921 2.48449
C 0.69284 -5.15037 1.20973
C 1.45043 -6.24741 0.73336
C 2.55933 -6.08064 -0.10988
C 2.90281 -4.79507 -0.46137
N 2.14777 -3.74620 -0.11687
C 1.08053 -3.94709 0.64722
C 4.09341 -4.45206 -1.22838
C 5.17707 -5.38174 -1.34351
C 6.24768 -5.11309 -2.15596
C 6.23691 -3.97059 -2.93460
C 5.13015 -3.13992 -2.93638
C 4.09377 -3.28455 -2.01029
H -0.14582 -5.29124 1.86189
H 1.27258 -7.29774 1.03609
H 3.18859 -6.90266 -0.41367
H 0.38257 -3.10718 0.76485
H 5.13462 -6.30278 -0.72761
H 7.12173 -5.80134 -2.22743
H 7.09953 -3.69654 -3.52447
H 5.11714 -2.33506 -3.67888
C -5.99936 2.87332 -0.26152
C -5.15033 4.00340 -0.90325
C -3.73355 3.59845 -1.40069
C -2.58050 3.98827 -0.44887
N -2.53442 3.22490 0.80202
C -2.12127 1.89997 0.83087
Se -1.29451 1.07294 -0.53704
N -2.31402 1.44289 2.10720
C -1.91242 0.11898 2.63750
C -3.11468 -0.71083 3.11174
C -3.80593 -1.52827 1.97071
C -2.91024 -2.60697 1.35243
C -2.87619 2.46830 2.83663
C -3.17432 2.46957 4.18920
C -3.69907 3.61554 4.73704
C -3.85430 4.76124 3.94728
C -3.60364 4.78498 2.56467
C -3.09298 3.59751 2.02289
H -6.97275 3.32518 -0.05152
H -5.52067 2.51768 0.63629
H -6.05545 1.99591 -0.98145
H -5.05692 4.87867 -0.23788
H -5.67851 4.38380 -1.80715
H -3.44904 4.10205 -2.34972
H -3.66174 2.52533 -1.60916
H -2.53701 5.05362 -0.18139
H -1.64652 3.78565 -1.01427
H -1.15367 0.33523 3.42722
H -1.43443 -0.34655 1.77871
H -3.86048 -0.07006 3.64552
H -2.64780 -1.40340 3.85422
H -4.08083 -0.76930 1.20361
H -4.70886 -2.03366 2.33651
H -2.13468 -2.23316 0.66258
H -3.56528 -3.31505 0.85490
H -2.40755 -3.16194 2.19173
H -2.95454 1.58063 4.79328
H -4.13363 3.68699 5.71249
H -4.15946 5.67835 4.45582
H -3.84764 5.64283 1.93380
Cl -2.24451 -2.27766 -3.14250
C -0.76238 -1.74041 -3.88930
Cl 0.05362 -3.20071 -4.72617
Cl -1.01935 -0.54960 -5.10939
C 0.22093 -1.26912 -2.77705
O 0.07235 -1.73629 -1.57530
O 1.14706 -0.52850 -3.20731
*
```

Here is what Mulliken gives for the atomic charges, in e: number 1, Sr, carries 1.6647; number 2, O, carries -0.4699; number 3, C, carries 0.1522; number 4, O, carries -0.3673; number 5, C, carries 0.4176; number 6, C, carries -0.5468; number 7, C, carries -0.6838; number 8, C, carries -0.7736; number 9, C, carries 0.5809; number 10, N, carries -0.3535; number 11, C, carries 0.5867; number 12, O, carries -0.4070; number 13, O, carries -0.5565; number 14, H, carries 0.3985; number 15, H, carries 0.4948; number 16, H, carries 0.4848; number 17, H, carries 0.5397; number 18, H, carries 0.3096; number 19, C, carries -1.0875; number 20, C, carries -0.2488; number 21, C, carries -0.9979; number 22, C, carries 0.3487; number 23, N, carries 0.3333; number 24, C, carries -0.0502; number 25, C, carries 1.1898; number 26, C, carries -0.6044; number 27, C, carries -0.6324; number 28, C, carries -0.5615; number 29, C, carries -0.5209; number 30, C, carries -0.4297; number 31, H, carries 0.4378; number 32, H, carries 0.3370; number 33, H, carries 0.3486; number 34, H, carries 0.2877; number 35, H, carries 0.2273; number 36, H, carries 0.3000; number 37, H, carries 0.3668; number 38, H, carries 0.3742; number 39, C, carries -1.0087; number 40, C, carries -0.4922; number 41, C, carries -0.2875; number 42, C, carries -1.2935; number 43, N, carries 0.6250; number 44, C, carries -0.5335; number 45, Se, carries -0.4206; number 46, N, carries 0.7334; number 47, C, carries -0.7682; number 48, C, carries -0.6366; number 49, C, carries -0.4818; number 50, C, carries -0.8989; number 51, C, carries 1.0035; number 52, C, carries -0.5752; number 53, C, carries -0.9070; number 54, C, carries -0.5942; number 55, C, carries -0.7855; number 56, C, carries 0.2349; number 57, H, carries 0.3527; number 58, H, carries 0.1821; number 59, H, carries 0.2899; number 60, H, carries 0.2222; number 61, H, carries 0.4038; number 62, H, carries 0.3911; number 63, H, carries 0.2365; number 64, H, carries 0.5108; number 65, H, carries 0.3140; number 66, H, carries 0.3539; number 67, H, carries 0.1002; number 68, H, carries 0.4732; number 69, H, carries 0.3564; number 70, H, carries 0.1845; number 71, H, carries 0.3899; number 72, H, carries 0.0948; number 73, H, carries 0.4402; number 74, H, carries 0.1990; number 75, H, carries 0.3904; number 76, H, carries 0.4174; number 77, H, carries 0.3527; number 78, H, carries 0.3408; number 79, Cl, carries -0.1244; number 80, C, carries 0.5863; number 81, Cl, carries -0.1903; number 82, Cl, carries -0.1365; number 83, C, carries 0.2729; number 84, O, carries -0.4243; number 85, O, carries -0.7827